# 1
{
  "formula": "C18H39INO8P",
  "method": "wB97M-V/def2-TZVPD",
  "homo_lumo_gap_ev": 8.8,
  "lumo_energy_ha": 0.0109,
  "mol_weight_g_mol": 555.4,
  "homo_ev": -8.51,
  "smiles": "CCOC(C)=O.CCOC(C)=O.CCOC(C)=O.CCOC(C)=O.CCNPI",
  "species": ["C", "C", "N", "P", "I", "H", "H", "H", "H", "H", "H", "H", "O", "C", "O", "C", "C", "C", "H", "H", "H", "H", "H", "H", "H", "H", "O", "C", "O", "C", "C", "C", "H", "H", "H", "H", "H", "H", "H", "H", "O", "C", "O", "C", "C", "C", "H", "H", "H", "H", "H", "H", "H", "H", "O", "C", "O", "C", "C", "C", "H", "H", "H", "H", "H", "H", "H", "H"],
  "xyz": [[5.0497, -2.8814, -3.4995], [4.7997, -4.3068, -2.9898], [5.8723, -4.8054, -2.1228], [5.3434, -5.9139, -0.9577], [5.2156, -4.4824, 1.0551], [5.9516, -2.5058, -3.0424], [4.2585, -2.2086, -3.2143], [5.1968, -2.8825, -4.5703], [4.6602, -4.9633, -3.8443], [3.8753, -4.3158, -2.4307], [6.6884, -5.0984, -2.6419], [6.6087, -6.4845, -0.6782], [4.3903, -0.1540, -1.9246], [3.2949, 0.3014, -1.7364], [2.3022, -0.0699, -2.5704], [0.9260, 0.2550, -2.3496], [0.5714, 1.6196, -2.9064], [3.0233, 1.3165, -0.6512], [0.6714, 0.1508, -1.2978], [0.3739, -0.5189, -2.8791], [1.1197, 2.4157, -2.4023], [-0.4959, 1.8100, -2.7859], [0.8166, 1.6717, -3.9673], [3.2627, 2.3076, -1.0351], [3.6814, 1.0985, 0.1848], [2.0007, 1.3135, -0.2831], [1.7419, -0.9028, 0.6767], [1.1676, -1.9379, 0.8892], [0.0930, -1.9124, 1.6995], [-0.7711, -3.0387, 1.8905], [-0.2668, -3.9750, 2.9679], [1.6617, -3.2521, 0.3390], [-0.9475, -3.5537, 0.9459], [-1.7229, -2.6067, 2.1942], [0.6918, -4.4191, 2.6991], [-0.9829, -4.7792, 3.1346], [-0.1281, -3.4310, 3.9017], [2.4254, -3.6378, 1.0142], [2.1239, -3.0646, -0.6265], [0.8898, -4.0053, 0.2017], [-6.5850, -1.1610, 2.2268], [-5.7138, -0.3835, 1.9494], [-4.4302, -0.8057, 2.0211], [-3.3334, -0.0152, 1.5495], [-2.8439, 0.9641, 2.5944], [-5.9843, 1.0578, 1.5943], [-3.5858, 0.4802, 0.6119], [-2.5457, -0.7325, 1.3251], [-3.6112, 1.6954, 2.8455], [-1.9686, 1.5002, 2.2289], [-2.5750, 0.4324, 3.5078], [-6.0560, 1.6385, 2.5122], [-6.9367, 1.1124, 1.0738], [-5.2339, 1.5083, 0.9596], [-4.7396, 3.8186, 0.7617], [-3.8150, 4.5327, 0.4824], [-2.5710, 4.0204, 0.5570], [-1.4077, 4.7153, 0.0962], [-0.8433, 5.6430, 1.1511], [-4.0087, 5.9877, 0.1264], [-1.6159, 5.2317, -0.8414], [-0.6905, 3.9281, -0.1295], [-1.5463, 6.4350, 1.4083], [0.0772, 6.1052, 0.7951], [-0.6250, 5.0863, 2.0618], [-4.0540, 6.5658, 1.0482], [-4.9587, 6.0851, -0.3911], [-3.2327, 6.4009, -0.5126]]
}

# 2
{
  "formula": "C18H39NO2",
  "method": "wB97M-V/def2-TZVPD",
  "homo_lumo_gap_ev": 10.1,
  "lumo_energy_ha": 0.0334,
  "mol_weight_g_mol": 301.5,
  "e_above_lowest_kcal_mol": 7.1,
  "homo_ev": -9.22,
  "smiles": "CCCCCCCCCCCCCCC[C@@H](O)[C@@H](N)CO",
  "species": ["C", "C", "C", "C", "C", "C", "C", "C", "C", "C", "C", "C", "C", "C", "C", "H", "H", "C", "O", "H", "H", "C", "N", "H", "H", "C", "O", "H", "H", "H", "H", "H", "H", "H", "H", "H", "H", "H", "H", "H", "H", "H", "H", "H", "H", "H", "H", "H", "H", "H", "H", "H", "H", "H", "H", "H", "H", "H", "H", "H"],
  "xyz": [[-5.6655, 3.2056, -7.3782], [-5.0614, 2.1960, -6.4095], [-4.1027, 2.8646, -5.4261], [-3.3899, 1.8787, -4.4991], [-4.3209, 1.2371, -3.4719], [-3.6130, 0.2287, -2.5655], [-2.6513, 0.8707, -1.5680], [-2.0166, -0.1690, -0.6474], [-1.0737, 0.4628, 0.3736], [-0.4148, -0.5831, 1.2696], [0.5037, 0.0495, 2.3121], [1.1962, -1.0093, 3.1668], [2.0151, -0.4196, 4.3161], [3.1667, 0.4898, 3.8787], [4.1835, -0.1049, 2.8986], [4.8453, 0.7108, 2.5988], [3.6773, -0.4735, 2.0089], [5.0716, -1.2462, 3.4297], [5.5063, -1.0283, 4.7575], [4.7231, -0.9115, 5.3084], [5.9975, -1.2505, 2.8386], [4.4302, -2.6454, 3.2774], [3.9336, -2.7998, 1.9187], [3.4916, -3.7072, 1.8146], [4.7088, -2.7620, 1.2634], [5.4492, -3.7409, 3.6645], [5.7610, -3.7528, 5.0300], [6.0432, -2.8537, 5.2633], [6.3607, -3.6130, 3.0561], [5.0253, -4.7261, 3.4418], [3.5733, -2.7329, 3.9536], [3.6904, 0.8485, 4.7704], [2.7410, 1.3728, 3.3983], [1.3513, 0.1714, 4.9542], [2.3938, -1.2401, 4.9306], [1.8384, -1.6211, 2.5326], [0.4338, -1.6648, 3.5961], [1.2507, 0.6570, 1.7990], [-0.0821, 0.7121, 2.9546], [0.1657, -1.2729, 0.6525], [-1.1898, -1.1650, 1.7743], [-0.2992, 1.0274, -0.1512], [-1.6333, 1.1685, 0.9924], [-2.8037, -0.7144, -0.1209], [-1.4624, -0.8925, -1.2502], [-3.1938, 1.6035, -0.9657], [-1.8603, 1.4000, -2.1019], [-3.0669, -0.4880, -3.1837], [-4.3688, -0.3295, -2.0068], [-5.1260, 0.7187, -3.9957], [-4.7739, 2.0188, -2.8574], [-2.5948, 2.4130, -3.9757], [-2.9227, 1.0947, -5.1002], [-3.3491, 3.4130, -5.9974], [-4.6523, 3.5923, -4.8242], [-4.5219, 1.4311, -6.9731], [-5.8670, 1.7016, -5.8644], [-6.3475, 2.7143, -8.0686], [-6.2181, 3.9701, -6.8361], [-4.8849, 3.6949, -7.9571]]
}

# 3
{
  "formula": "C18H39NO2",
  "method": "wB97M-V/def2-TZVPD",
  "homo_lumo_gap_ev": 9.9,
  "lumo_energy_ha": 0.0245,
  "mol_weight_g_mol": 301.5,
  "e_above_lowest_kcal_mol": 5.7,
  "homo_ev": -9.22,
  "smiles": "CCCCCCCCCCCCCCC[C@@H](O)[C@@H](N)CO",
  "species": ["C", "C", "C", "C", "C", "C", "C", "C", "C", "C", "C", "C", "C", "C", "C", "H", "H", "C", "O", "H", "H", "C", "N", "H", "H", "C", "O", "H", "H", "H", "H", "H", "H", "H", "H", "H", "H", "H", "H", "H", "H", "H", "H", "H", "H", "H", "H", "H", "H", "H", "H", "H", "H", "H", "H", "H", "H", "H", "H", "H"],
  "xyz": [[5.3648, 0.8118, -0.4944], [4.1462, 1.0664, 0.3849], [3.9669, 0.0116, 1.4782], [3.6225, -1.3882, 0.9664], [2.2668, -1.4548, 0.2665], [1.8870, -2.8909, -0.0923], [0.6575, -2.9843, -0.9977], [-0.5827, -2.3373, -0.3860], [-1.8437, -2.5975, -1.2113], [-2.9876, -1.6515, -0.8415], [-3.5613, -1.9113, 0.5516], [-4.4305, -0.7660, 1.0781], [-3.6175, 0.5004, 1.3912], [-3.7550, 1.5964, 0.3304], [-2.5841, 2.5836, 0.3509], [-2.3349, 2.8459, 1.3808], [-2.8720, 3.5056, -0.1645], [-1.3462, 2.0153, -0.3514], [-1.6230, 1.7322, -1.7117], [-1.9787, 2.5272, -2.1237], [-1.0893, 1.0413, 0.0827], [-0.1122, 2.9492, -0.1880], [0.5633, 2.7798, 1.0839], [1.0574, 1.8930, 1.0873], [-0.0939, 2.7843, 1.8556], [0.9137, 2.6951, -1.3098], [1.1874, 1.3324, -1.5022], [0.3758, 0.9188, -1.8281], [1.8565, 3.1635, -1.0211], [0.5639, 3.1540, -2.2443], [-0.4390, 3.9957, -0.2535], [-4.6884, 2.1384, 0.4961], [-3.8091, 1.1507, -0.6640], [-3.9304, 0.9128, 2.3531], [-2.5677, 0.2207, 1.4938], [-4.9251, -1.1101, 1.9889], [-5.2125, -0.5345, 0.3525], [-4.1553, -2.8284, 0.5245], [-2.7473, -2.0736, 1.2600], [-3.7898, -1.7494, -1.5773], [-2.6085, -0.6328, -0.9052], [-1.6044, -2.4493, -2.2672], [-2.1608, -3.6354, -1.0865], [-0.7148, -2.7178, 0.6289], [-0.4224, -1.2597, -0.3250], [0.4485, -4.0381, -1.1998], [0.8779, -2.5014, -1.9526], [1.7040, -3.4563, 0.8255], [2.7300, -3.3626, -0.6037], [2.2869, -0.8506, -0.6408], [1.5110, -1.0340, 0.9330], [3.6115, -2.0727, 1.8198], [4.4014, -1.7339, 0.2851], [4.8894, -0.0478, 2.0626], [3.1738, 0.3410, 2.1554], [3.2550, 1.1077, -0.2401], [4.2568, 2.0407, 0.8680], [6.2654, 0.7276, 0.1115], [5.2477, -0.1044, -1.0669], [5.4991, 1.6314, -1.1967]]
}

# 4
{
  "formula": "C18H39NO2P2SiTc",
  "method": "wB97M-V/def2-TZVPD",
  "homo_lumo_gap_ev": [4.4, 4.8],
  "lumo_energy_ha": [-0.0016, -0.0037],
  "mol_weight_g_mol": 489.5,
  "e_above_lowest_kcal_mol": 0.0,
  "spin_multiplicity": 4,
  "homo_ev": [-4.45, -4.92],
  "species": ["Tc", "P", "P", "N", "H", "C", "H", "H", "H", "C", "H", "H", "H", "C", "H", "H", "H", "C", "H", "H", "H", "C", "H", "H", "H", "C", "H", "H", "H", "C", "C", "C", "C", "C", "C", "H", "H", "H", "H", "H", "C", "O", "C", "H", "H", "H", "C", "H", "H", "H", "C", "Si", "C", "C", "O", "H", "H", "H", "H", "H", "H", "H", "H", "H"],
  "xyz": [[-1.1505, 0.5539, 0.6224], [4.0677, -0.4101, -1.7698], [-3.1303, 1.5737, 0.6415], [-1.1724, 0.0747, -1.1286], [3.6856, -0.1900, -0.4245], [4.2597, -2.1790, -2.0248], [5.2404, -2.3816, -2.4802], [3.4653, -2.5550, -2.6835], [4.2045, -2.6970, -1.0570], [5.6475, 0.3932, -2.0530], [5.9026, 0.3522, -3.1197], [6.4215, -0.1193, -1.4681], [5.5888, 1.4394, -1.7289], [2.8070, 0.2739, -2.8547], [3.2741, 0.6535, -3.7772], [2.2971, 1.1058, -2.3515], [2.0609, -0.4882, -3.1149], [-4.4904, 0.3627, 0.4581], [-5.3520, 0.6808, 1.0561], [-4.1479, -0.6213, 0.8003], [-4.7781, 0.3016, -0.5973], [-3.6987, 2.5805, 2.0513], [-4.7737, 2.4292, 2.2075], [-3.5032, 3.6369, 1.8358], [-3.1540, 2.2906, 2.9566], [-3.3616, 2.6804, -0.7931], [-4.3237, 3.2002, -0.7257], [-3.3189, 2.0968, -1.7194], [-2.5512, 3.4169, -0.7981], [-1.2223, -0.0455, -2.4570], [-1.7755, -1.3239, -4.4678], [-1.5938, -1.2792, -3.0952], [-0.9756, 1.0996, -3.2896], [-1.1751, 1.0274, -4.6594], [-1.5874, -0.1744, -5.2529], [-2.0644, -2.2672, -4.9374], [-1.7549, -2.1376, -2.4377], [-0.6683, 2.0196, -2.7803], [-1.0030, 1.9194, -5.2659], [-1.7522, -0.2145, -6.3308], [2.0816, 0.0883, 1.0073], [0.9805, 0.6508, 0.7018], [2.1797, -1.3974, 1.1099], [1.8029, -1.7412, 2.0889], [3.2267, -1.7228, 1.0364], [1.5839, -1.8818, 0.3218], [3.1529, 0.9669, 1.5777], [2.9558, 1.1556, 2.6451], [3.1755, 1.9272, 1.0501], [4.1340, 0.4836, 1.5159], [0.0899, -2.4020, 4.0318], [-1.1256, -1.0658, 3.4887], [-2.8688, -1.5187, 4.0376], [-0.5949, 0.5681, 4.2804], [-1.0850, -0.9734, 1.8383], [-0.2854, -2.9221, 4.9256], [1.0745, -1.9884, 4.2870], [0.2290, -3.1535, 3.2447], [-2.9023, -1.7295, 5.1170], [-3.5806, -0.7089, 3.8305], [-3.2176, -2.4176, 3.5103], [-0.1834, 1.2771, 3.5461], [-1.4458, 1.0493, 4.7830], [0.1789, 0.3773, 5.0384]]
}